Entry 1:
An isolated molecule of C5H10O. Source: the Open Molecules 2025 dataset; level of theory: wB97M-V/def2-TZVPD.

XYZ file:
```
16
Properties=species:S:1:pos:R:3:forces:R:3
C 1.3198 1.3443 -0.2472 0.05 0.04 -0.02
C 0.1470 0.4822 0.2100 0.00 0.05 -0.01
C 0.5269 -0.4043 1.4080 0.01 -0.07 0.06
C -0.3470 -0.4117 -0.9271 0.12 -0.06 -0.18
O 0.3616 -0.6850 -1.8731 -0.29 0.09 0.35
C -1.7514 -0.9667 -0.8097 -0.03 -0.05 -0.04
H 1.0030 2.0756 -0.9978 0.05 -0.12 0.09
H 2.0934 0.7198 -0.7024 -0.08 0.09 0.09
H 1.7548 1.8874 0.5986 -0.09 -0.08 -0.11
H -0.6883 1.1260 0.5207 0.09 -0.10 -0.06
H 1.2701 -1.1544 1.1146 -0.08 0.12 0.03
H -0.3411 -0.9256 1.8260 0.14 0.06 -0.08
H 0.9619 0.2080 2.2048 -0.07 -0.08 -0.12
H -1.8749 -1.5225 0.1267 0.04 0.10 -0.12
H -2.4796 -0.1475 -0.7969 0.12 -0.09 0.00
H -1.9563 -1.6256 -1.6553 0.03 0.09 0.12
```
Positions in Å, forces in eV/Å.

Calculated values
SMILES string = CC(=O)C(C)C
Total energy = -271.75216 Ha
Energy relative to the best compared isomer or geometry (same formula, charge and spin) = 0.3 kcal per mole

Charges per atom according to Löwdin partitioning, unit e:
1 C -0.0752
2 C -0.3728
3 C -0.0647
4 C -0.4320
5 O 0.0813
6 C -0.0117
7 H 0.0833
8 H 0.0819
9 H 0.0779
10 H 0.1378
11 H 0.0920
12 H 0.0721
13 H 0.0791
14 H 0.0794
15 H 0.0878
16 H 0.0838

***

Entry 2:
The ion C8H17O4Si with charge -1. Source: the Open Molecules 2025 dataset; level of theory: wB97M-V/def2-TZVPD.

XYZ file:
```
30
Properties=species:S:1:pos:R:3:forces:R:3
C -0.8393 -0.4163 0.9155 -1.00 0.72 -3.31
C 2.1357 1.9460 0.4518 4.80 0.70 -1.50
C 0.0378 2.6578 1.4493 -0.80 1.38 -0.50
C 1.3750 0.8615 2.5264 -0.68 -0.87 -2.07
C -2.7528 -2.2624 -2.0067 0.81 -0.74 -3.70
C 0.1757 -2.7719 -1.4956 0.70 1.91 -0.47
C 0.2313 0.4411 0.2839 1.98 -2.05 -0.20
C 0.9569 1.4778 1.1800 -1.66 -0.74 0.19
O -1.4350 -1.1968 0.0541 0.45 -0.48 -1.18
O -1.3033 -0.2550 1.9835 -0.70 0.37 4.16
O -0.2595 1.1712 -0.7770 -0.97 -0.83 -1.25
O -0.7237 0.2047 -2.0079 1.74 3.57 0.78
Si -1.0835 -1.3434 -1.7682 -1.35 -3.91 0.39
H 2.9528 1.1692 0.4106 -0.68 0.27 0.66
H 2.2814 2.2545 -0.6097 -1.87 -0.24 0.30
H 2.6363 2.8228 0.9149 -0.36 -0.42 0.45
H -0.8911 2.4649 2.0091 0.34 -0.55 -0.32
H -0.2628 3.0859 0.4511 0.31 -0.08 1.14
H 0.5526 3.4222 2.0718 0.02 -0.29 -0.56
H 0.4529 0.7232 3.0427 -0.33 0.11 1.01
H 1.7308 -0.1522 2.3010 0.55 0.23 0.39
H 2.0935 1.5220 2.9454 0.65 0.23 0.86
H -3.4951 -1.5780 -2.3913 -0.50 0.46 0.21
H -2.7021 -3.0265 -2.9675 0.28 1.60 2.37
H -3.1201 -2.7884 -1.1763 -0.52 -0.70 1.21
H 0.8181 -2.8975 -2.3819 0.14 0.21 0.45
H 0.7328 -2.3941 -0.5962 -0.22 -1.30 -0.74
H -0.3884 -3.6826 -1.4249 -0.18 -0.43 0.78
H 0.9749 -0.4539 -0.0691 -0.70 2.25 0.44
H -0.8818 -1.0060 -3.3188 -0.24 -0.38 0.02
```
Positions in Å, forces in eV/Å.

Calculated values
Total energy = -905.44265 Ha
Net charge = -1

Charges per atom according to Löwdin partitioning, unit e:
1 C -0.5757
2 C -0.1025
3 C -0.0538
4 C -0.0308
5 C -0.2152
6 C -0.1802
7 C -0.3014
8 C -0.5749
9 O -0.0714
10 O 0.1054
11 O -0.0892
12 O -0.1953
13 Si 0.2084
14 H 0.0962
15 H 0.0962
16 H 0.0830
17 H 0.0870
18 H 0.1008
19 H 0.0849
20 H 0.0604
21 H 0.0944
22 H 0.0698
23 H -0.0104
24 H 0.0724
25 H -0.0221
26 H 0.0120
27 H 0.0153
28 H 0.0035
29 H 0.1754
30 H 0.0573

***

> What is the total energy in the second record?

-905.44265 Ha

***

What did the second record say?
The ion C8H17O4Si with charge -1. Source: the Open Molecules 2025 dataset; level of theory: wB97M-V/def2-TZVPD.

XYZ file:
```
30
Properties=species:S:1:pos:R:3:forces:R:3
C -0.8393 -0.4163 0.9155 -1.00 0.72 -3.31
C 2.1357 1.9460 0.4518 4.80 0.70 -1.50
C 0.0378 2.6578 1.4493 -0.80 1.38 -0.50
C 1.3750 0.8615 2.5264 -0.68 -0.87 -2.07
C -2.7528 -2.2624 -2.0067 0.81 -0.74 -3.70
C 0.1757 -2.7719 -1.4956 0.70 1.91 -0.47
C 0.2313 0.4411 0.2839 1.98 -2.05 -0.20
C 0.9569 1.4778 1.1800 -1.66 -0.74 0.19
O -1.4350 -1.1968 0.0541 0.45 -0.48 -1.18
O -1.3033 -0.2550 1.9835 -0.70 0.37 4.16
O -0.2595 1.1712 -0.7770 -0.97 -0.83 -1.25
O -0.7237 0.2047 -2.0079 1.74 3.57 0.78
Si -1.0835 -1.3434 -1.7682 -1.35 -3.91 0.39
H 2.9528 1.1692 0.4106 -0.68 0.27 0.66
H 2.2814 2.2545 -0.6097 -1.87 -0.24 0.30
H 2.6363 2.8228 0.9149 -0.36 -0.42 0.45
H -0.8911 2.4649 2.0091 0.34 -0.55 -0.32
H -0.2628 3.0859 0.4511 0.31 -0.08 1.14
H 0.5526 3.4222 2.0718 0.02 -0.29 -0.56
H 0.4529 0.7232 3.0427 -0.33 0.11 1.01
H 1.7308 -0.1522 2.3010 0.55 0.23 0.39
H 2.0935 1.5220 2.9454 0.65 0.23 0.86
H -3.4951 -1.5780 -2.3913 -0.50 0.46 0.21
H -2.7021 -3.0265 -2.9675 0.28 1.60 2.37
H -3.1201 -2.7884 -1.1763 -0.52 -0.70 1.21
H 0.8181 -2.8975 -2.3819 0.14 0.21 0.45
H 0.7328 -2.3941 -0.5962 -0.22 -1.30 -0.74
H -0.3884 -3.6826 -1.4249 -0.18 -0.43 0.78
H 0.9749 -0.4539 -0.0691 -0.70 2.25 0.44
H -0.8818 -1.0060 -3.3188 -0.24 -0.38 0.02
```
Positions in Å, forces in eV/Å.

Calculated values
Total energy = -905.44265 Ha
Net charge = -1

Charges per atom according to Löwdin partitioning, unit e:
1 C -0.5757
2 C -0.1025
3 C -0.0538
4 C -0.0308
5 C -0.2152
6 C -0.1802
7 C -0.3014
8 C -0.5749
9 O -0.0714
10 O 0.1054
11 O -0.0892
12 O -0.1953
13 Si 0.2084
14 H 0.0962
15 H 0.0962
16 H 0.0830
17 H 0.0870
18 H 0.1008
19 H 0.0849
20 H 0.0604
21 H 0.0944
22 H 0.0698
23 H -0.0104
24 H 0.0724
25 H -0.0221
26 H 0.0120
27 H 0.0153
28 H 0.0035
29 H 0.1754
30 H 0.0573

***

> total energy of number 2 (C8H17O4Si)?

-905.44265 Ha

***

> Number 2 is which compound?

C8H17O4Si